Here is a cluster of 17 separate species, C48H34Cl64N2O9 in total at a distorted geometry from OMol25. Energies are from ωB97M-V with the def2-TZVPD basis set.

```
! wB97M-V def2-TZVPD RIJCOSX def2/J DEFGRID3
* xyz 0 1
C -3.711 -3.965 4.739
C -4.341 -4.336 3.781
C -4.950 -4.757 2.481
C -4.074 -4.428 1.204
C -2.585 -4.092 1.483
C -2.309 -2.619 1.820
C -3.327 -1.745 2.221
C -3.135 -0.389 2.548
C -4.390 0.362 3.016
O -5.353 0.551 1.929
N -4.615 0.759 0.748
O -5.158 1.591 0.125
C -1.841 0.196 2.438
C -1.660 1.676 2.820
C -1.164 2.647 1.742
C -1.661 2.771 0.443
C -1.114 3.777 -0.404
C -0.101 4.647 0.013
C 0.417 4.516 1.323
C -0.125 3.530 2.146
C -0.798 -0.672 2.016
C -0.999 -2.067 1.733
C 0.204 -2.944 1.345
O 0.242 -4.136 1.547
C 1.391 -2.285 0.657
C 2.250 -3.201 -0.222
C 2.617 -2.632 -1.594
O 1.922 -2.700 -2.566
O 3.836 -1.958 -1.663
C 4.426 -2.093 -2.938
C 4.436 -0.806 -3.790
O 4.902 -3.125 -3.288
C 1.567 -0.989 0.879
O 2.594 -0.319 0.266
C 2.147 0.715 -0.632
C 1.343 0.144 -1.833
N 0.209 0.998 -2.250
C -0.213 0.672 -3.624
C -0.582 -0.817 -3.847
C 0.465 -1.480 -4.824
O -1.871 -0.977 -4.487
C 0.647 -0.172 1.839
O 1.109 0.774 2.420
H -3.257 -3.408 5.540
H -5.215 -5.832 2.479
H -5.898 -4.188 2.369
H -4.558 -3.670 0.556
H -4.067 -5.362 0.602
H -2.131 -4.704 2.287
H -1.997 -4.329 0.570
H -4.341 -2.166 2.296
H -4.920 -0.217 3.798
H -4.197 1.359 3.447
H -2.571 2.131 3.250
H -0.904 1.689 3.634
H -2.470 2.124 0.089
H -1.544 3.875 -1.413
H 0.317 5.438 -0.620
H 1.225 5.134 1.738
H 0.276 3.436 3.167
H 3.189 -3.443 0.312
H 1.708 -4.156 -0.349
H 3.695 -0.860 -4.605
H 5.472 -0.673 -4.153
H 4.234 0.073 -3.144
H 3.074 1.163 -1.045
H 1.640 1.554 -0.102
H 2.013 0.059 -2.728
H 0.934 -0.865 -1.662
H 0.631 1.927 -2.317
H -1.146 1.255 -3.810
H 0.505 0.963 -4.434
H -0.614 -1.433 -2.926
H 0.520 -2.579 -4.674
H 0.145 -1.277 -5.868
H 1.473 -1.067 -4.635
H -1.795 -1.835 -4.927
C 8.712 -0.563 -4.735
Cl 7.980 -2.171 -4.805
Cl 9.988 -0.438 -5.954
Cl 7.470 0.661 -5.054
Cl 9.402 -0.296 -3.127
C -0.624 -5.761 -3.320
Cl 1.073 -5.586 -3.780
Cl -0.743 -5.860 -1.554
Cl -1.546 -4.361 -3.892
Cl -1.286 -7.236 -4.040
C 2.100 3.877 -5.436
Cl 3.846 3.900 -5.733
Cl 1.798 3.949 -3.698
Cl 1.362 5.279 -6.214
Cl 1.420 2.367 -6.085
C 2.412 -5.055 4.249
Cl 2.277 -6.647 3.500
Cl 0.789 -4.437 4.603
Cl 3.342 -5.193 5.748
Cl 3.244 -3.913 3.157
C -2.075 4.400 -8.498
Cl -1.079 3.466 -7.375
Cl -3.791 4.082 -8.172
Cl -1.737 6.124 -8.276
Cl -1.694 3.931 -10.161
C -3.182 5.572 4.238
Cl -4.622 4.870 3.477
Cl -2.837 4.707 5.744
Cl -1.802 5.414 3.141
Cl -3.477 7.283 4.594
C -4.591 8.084 -10.756
Cl -4.242 6.589 -9.877
Cl -4.160 7.888 -12.462
Cl -6.315 8.461 -10.622
Cl -3.640 9.404 -10.055
C 4.751 -6.900 -0.181
Cl 6.443 -7.238 0.216
Cl 4.655 -6.172 -1.793
Cl 3.825 -8.410 -0.155
Cl 4.078 -5.777 1.009
C 3.461 -8.335 8.135
Cl 1.750 -7.945 7.937
Cl 4.382 -6.842 8.374
Cl 3.676 -9.390 9.538
Cl 4.044 -9.159 6.681
C -5.648 3.056 8.667
Cl -3.948 2.813 9.092
Cl -5.756 3.750 7.044
Cl -6.492 1.499 8.702
Cl -6.395 4.157 9.833
C -2.355 -5.825 8.426
Cl -3.657 -5.525 9.586
Cl -2.157 -7.567 8.195
Cl -2.756 -5.070 6.871
Cl -0.844 -5.135 9.042
C 7.931 1.898 -8.997
Cl 6.692 2.216 -7.773
Cl 8.118 0.151 -9.203
Cl 7.442 2.626 -10.534
Cl 9.469 2.600 -8.472
C -3.020 1.966 12.960
Cl -4.455 1.269 12.197
Cl -2.675 1.105 14.468
Cl -1.637 1.814 11.865
Cl -3.311 3.676 13.310
C -3.456 8.515 -5.048
Cl -1.799 8.177 -4.522
Cl -3.463 8.856 -6.785
Cl -4.476 7.107 -4.722
Cl -4.082 9.917 -4.168
C -2.872 13.703 -9.780
Cl -2.896 12.266 -8.747
Cl -1.207 14.048 -10.271
Cl -3.863 13.410 -11.217
Cl -3.523 15.083 -8.885
C 7.236 -8.783 11.171
Cl 7.818 -7.734 9.870
Cl 8.458 -8.870 12.449
Cl 5.734 -8.121 11.836
Cl 6.939 -10.406 10.531
*
```

## Properties
F_max: 1.7 eV Å⁻¹

---

Here is a structure of composition C15H12AsF5InNS4Se at a distorted geometry from OMol25. Energies are from ωB97M-V with the def2-TZVPD basis set.

```
! wB97M-V def2-TZVPD RIJCOSX def2/J DEFGRID3
* xyz -2 1
In 0.160 -3.608 1.731
S -2.027 -6.258 -0.326
As -0.525 -6.640 1.165
S -1.253 -5.269 2.832
S 1.370 -5.404 0.580
S -0.185 -8.545 1.927
C -2.515 -2.310 1.708
N -1.413 -2.414 0.687
C -1.915 -2.956 -0.584
C -0.771 -1.113 0.484
C 0.182 -0.695 1.571
C 0.581 0.643 1.744
C 1.319 1.062 2.817
C 1.718 0.075 3.767
C 1.462 -1.293 3.502
C 0.692 -1.672 2.387
H -3.373 -1.758 1.382
H -2.077 -1.763 2.601
H -2.744 -3.375 1.951
H -2.260 -2.173 -1.232
H -2.544 -3.743 -0.307
H -1.167 -3.436 -1.172
H -1.573 -0.350 0.354
H -0.307 -1.178 -0.457
H 0.266 1.309 0.963
H 1.649 2.083 2.799
H 2.211 0.428 4.680
H 1.920 -2.060 4.140
F 2.826 6.798 -4.961
C 1.999 5.981 -4.286
C 1.825 4.649 -4.573
F 2.433 4.123 -5.688
C 0.991 3.895 -3.742
F 0.869 2.581 -4.031
C 0.310 4.383 -2.594
Se -0.838 3.323 -1.476
C 0.419 5.773 -2.463
F -0.276 6.423 -1.497
C 1.240 6.565 -3.265
F 1.321 7.918 -3.122
*
```

## Properties
F_max: 2.1 eV Å⁻¹

---

Results for frontier orbital gap: 8.02, 6.47 (in eV, following the order of the records).